{"formula": "C38H35Br5EuN7O5S", "method": "the ωB97M-V functional and the def2-TZVPD basis", "elements": ["Eu", "Br", "C", "C", "Br", "C", "Br", "C", "O", "C", "O", "C", "Br", "C", "O", "C", "C", "C", "C", "C", "C", "N", "N", "C", "C", "C", "C", "O", "C", "N", "C", "C", "C", "C", "H", "H", "H", "H", "H", "H", "H", "H", "H", "H", "H", "H", "O", "C", "C", "C", "C", "C", "C", "C", "C", "N", "H", "H", "H", "H", "H", "H", "H", "H", "H", "H", "H", "Br", "C", "C", "C", "C", "N", "C", "H", "H", "H", "H", "C", "N", "C", "S", "N", "C", "H", "H", "H", "H", "H", "H", "H", "H"], "coordinates": [[0.01200, 0.09710, 0.12190], [-3.39590, 6.28470, -1.71880], [-2.65630, 4.53940, -1.73320], [-2.46850, 3.86860, -2.92910], [-2.90210, 4.68840, -4.58300], [-1.95820, 2.57420, -2.90330], [-1.78240, 1.54880, -4.48940], [-1.54880, 1.96470, -1.72180], [-1.10560, 0.74420, -1.66900], [-1.64870, 2.69580, -0.49420], [-1.15760, 2.13740, 0.59530], [-2.27300, 3.93350, -0.53390], [-2.65480, 4.77870, 1.12920], [6.64020, 4.51390, 2.00170], [6.60140, 3.94590, 3.29080], [6.46840, 2.59140, 3.38650], [6.14620, 1.75450, 2.32020], [6.03050, 0.39140, 2.51670], [6.26790, -0.16590, 3.77530], [6.60980, 0.67930, 4.83900], [6.67710, 2.03820, 4.65380], [6.33520, -1.53260, 3.99460], [5.59800, -2.38710, 3.49300], [4.43180, -2.17430, 2.79310], [4.19660, -3.04880, 1.73220], [3.09650, -2.93150, 0.90790], [2.13190, -1.93490, 1.11020], [1.09110, -1.79950, 0.36650], [2.29840, -1.07780, 2.25940], [1.30270, -0.18780, 2.48320], [1.34560, 0.52730, 3.58720], [2.35650, 0.39320, 4.54520], [3.38940, -0.47940, 4.31430], [3.42000, -1.22100, 3.12020], [6.89150, 5.56220, 2.15580], [5.67200, 4.44490, 1.49110], [7.40860, 4.04310, 1.37670], [5.99420, 2.14610, 1.32550], [5.79030, -0.25090, 1.67880], [6.80370, 0.23660, 5.80400], [6.91920, 2.69900, 5.47060], [4.93690, -3.81020, 1.54030], [2.95290, -3.60390, 0.07510], [0.52320, 1.21700, 3.74340], [2.30920, 0.96180, 5.46070], [4.15150, -0.62750, 5.06380], [-1.78440, -1.69990, -0.39840], [-1.37320, -2.97060, -0.91890], [-1.49880, -3.04940, -2.43540], [-0.86470, -1.86790, -3.18210], [0.62780, -1.76890, -3.04730], [1.46190, -2.54840, -3.84620], [2.83150, -2.39250, -3.75560], [3.32980, -1.44140, -2.87880], [2.43510, -0.70800, -2.12060], [1.11380, -0.87420, -2.18020], [-2.36540, -1.30250, -1.06970], [-2.00080, -3.74960, -0.45730], [-0.33610, -3.12330, -0.60890], [-2.55910, -3.08700, -2.69710], [-1.04140, -3.98260, -2.76380], [-1.28040, -0.92060, -2.83400], [-1.11450, -1.97480, -4.23930], [1.03720, -3.25620, -4.54120], [3.50050, -2.98390, -4.36220], [4.38840, -1.26360, -2.78820], [2.80360, 0.05560, -1.43820], [-2.49050, -3.98240, 3.89980], [-2.60030, -2.16390, 3.36460], [-3.68720, -1.38480, 3.73170], [-3.69420, -0.06190, 3.32590], [-2.64360, 0.41180, 2.55330], [-1.61300, -0.34830, 2.18550], [-1.58240, -1.61080, 2.60140], [-4.49770, -1.80470, 4.30660], [-4.51320, 0.58670, 3.58930], [-2.62070, 1.43650, 2.20340], [-0.72120, -2.20560, 2.31970], [0.50520, 4.77680, 2.45790], [0.81880, 3.49000, 1.87650], [2.02250, 2.96770, 1.70300], [2.32250, 1.90380, 0.40540], [3.07470, 3.29270, 2.47660], [3.01860, 3.74360, 3.85090], [-0.00800, 5.37550, 1.70430], [1.40640, 5.30650, 2.75230], [-0.17690, 4.66360, 3.30350], [0.03500, 3.04620, 1.34540], [3.93400, 2.83400, 2.20180], [2.02080, 3.60330, 4.26050], [3.29840, 4.79510, 3.93840], [3.72090, 3.15730, 4.44110]], "forces_ev_per_angstrom": [[-0.714, 0.641, 0.198], [0.039, -0.120, -0.006], [-0.120, 0.288, -0.181], [-0.190, 0.306, -0.105], [0.020, -0.087, 0.175], [0.158, -0.281, -0.154], [0.022, 0.031, 0.122], [-0.563, 0.867, 0.025], [0.005, -0.202, 0.086], [0.000, 0.116, -0.454], [0.038, -0.404, 0.036], [-0.076, 0.179, 0.272], [-0.010, -0.194, -0.075], [0.037, 0.158, -0.266], [-0.045, -0.260, 0.266], [-0.012, -0.032, -0.026], [-0.114, 0.348, 0.012], [0.013, -0.306, 0.020], [1.285, -0.071, -0.579], [-0.058, 0.017, -0.116], [-0.021, 0.150, -0.093], [-0.225, 0.931, 2.305], [-0.680, 0.137, -1.980], [0.040, -1.282, 0.158], [0.014, 0.091, -0.131], [-0.423, 0.278, -0.085], [0.849, -0.455, 0.745], [-0.109, -0.551, -0.030], [0.475, -0.360, -0.019], [0.140, 0.108, 0.260], [-0.204, -0.147, -0.164], [0.108, -0.081, 0.027], [-0.171, 0.094, 0.008], [-0.501, 0.086, 0.243], [-0.043, -0.060, -0.103], [0.063, 0.003, 0.046], [-0.078, 0.040, 0.090], [-0.010, 0.077, -0.087], [0.039, 0.024, 0.005], [0.055, -0.023, 0.089], [0.060, 0.101, 0.104], [0.081, -0.070, 0.003], [0.015, -0.073, -0.086], [-0.019, 0.054, -0.004], [-0.029, 0.051, 0.094], [0.067, 0.008, 0.005], [-0.043, 0.287, -0.457], [0.108, -0.753, -0.036], [0.035, 0.264, 0.190], [-0.129, -0.108, 0.091], [-0.144, 0.096, -0.089], [0.148, 0.089, 0.119], [-0.077, 0.103, 0.145], [-0.028, 0.079, 0.006], [0.215, -0.097, -0.109], [0.259, -0.025, 0.037], [0.169, 0.162, 0.377], [0.199, 0.157, -0.094], [-0.196, 0.057, 0.010], [-0.046, -0.069, -0.086], [-0.059, -0.153, 0.004], [0.009, -0.122, -0.213], [0.022, 0.064, -0.013], [-0.121, -0.060, -0.055], [0.043, -0.064, -0.070], [0.133, 0.039, 0.027], [-0.011, -0.142, -0.014], [0.005, 0.245, -0.099], [0.080, -0.048, 0.041], [0.200, -0.052, -0.132], [0.131, -0.164, -0.040], [-0.132, 0.261, -0.007], [-0.128, -0.013, -0.125], [-0.093, -0.342, 0.245], [-0.047, -0.031, 0.081], [-0.060, 0.122, 0.011], [0.016, -0.006, -0.089], [-0.005, -0.013, -0.065], [-0.002, 0.269, 0.129], [-0.102, -0.253, 0.060], [-0.087, 0.217, -0.171], [0.230, -0.360, -0.659], [-0.039, -0.069, -0.096], [0.056, 0.253, 0.168], [0.076, -0.026, 0.081], [-0.029, -0.024, 0.082], [0.133, 0.108, 0.054], [0.326, 0.103, 0.024], [-0.175, -0.042, 0.021], [-0.014, -0.018, 0.001], [-0.052, 0.006, 0.073], [0.025, -0.052, -0.008]], "mulliken_charge": [0.177, -0.201, 0.201, 0.045, -0.195, -0.198, -0.138, -0.096, -0.085, 0.040, 0.240, -0.253, -0.192, -0.723, -0.471, 0.992, -0.033, -0.429, -0.665, -0.126, -0.745, -0.602, -0.457, 0.594, -0.326, -0.924, 0.049, 0.925, -0.059, 0.468, -0.501, -1.356, -1.111, 0.525, 0.265, 0.219, 0.359, 0.492, 0.403, 0.453, 0.434, 0.442, 0.512, 0.612, 0.547, 0.717, -0.372, -0.177, -1.100, -0.106, 0.305, -0.863, -0.536, -0.913, 0.012, 0.468, 0.296, 0.399, -0.078, 0.389, 0.462, -0.396, 0.643, 0.499, 0.433, 0.506, 0.277, -0.193, -0.591, -0.097, -1.055, -0.267, 0.330, 0.143, 0.465, 0.475, 0.410, 0.399, -1.192, 0.414, 0.679, -0.445, 0.338, -1.236, 0.338, 0.452, 0.308, -0.448, -0.270, 0.502, 0.359, 0.209], "homo_lumo_gap_ev": [5.94, 5.49], "multiplicity": 7}

{"formula": "C24H58BF4NO14P2S3", "method": "the ωB97M-V functional and the def2-TZVPD basis", "elements": ["N", "H", "H", "H", "H", "B", "F", "F", "F", "F", "C", "C", "C", "S", "O", "O", "C", "H", "H", "H", "H", "H", "H", "H", "H", "C", "C", "C", "S", "O", "O", "C", "H", "H", "H", "H", "H", "H", "H", "H", "C", "C", "C", "S", "O", "O", "C", "H", "H", "H", "H", "H", "H", "H", "H", "C", "C", "O", "P", "O", "O", "C", "C", "O", "C", "C", "H", "H", "H", "H", "H", "H", "H", "H", "H", "H", "H", "H", "H", "H", "H", "C", "C", "O", "P", "O", "O", "C", "C", "O", "C", "C", "H", "H", "H", "H", "H", "H", "H", "H", "H", "H", "H", "H", "H", "H", "H"], "coordinates": [[-20.50445, -16.94492, 12.91952], [-20.37775, -16.71729, 11.94369], [-19.95398, -16.42471, 13.58770], [-20.55680, -17.94725, 13.03219], [-21.46717, -16.67657, 13.06537], [-21.03604, -19.16250, 14.84793], [-19.84167, -18.57348, 14.96144], [-22.02191, -18.18172, 14.99552], [-21.01382, -19.50095, 13.58779], [-21.13812, -20.36831, 15.68462], [-25.37574, -20.01492, 13.11706], [-26.33866, -19.29320, 12.01334], [-25.72405, -17.93236, 11.46508], [-24.56503, -17.47642, 13.01601], [-25.40248, -16.94260, 14.02441], [-23.31897, -16.74713, 12.67188], [-24.19095, -19.20788, 13.46401], [-25.03154, -20.89507, 12.57395], [-25.93486, -20.22366, 14.02915], [-27.28040, -19.02286, 12.49098], [-26.59844, -20.00503, 11.22982], [-26.27808, -17.05600, 11.12873], [-25.14835, -18.27462, 10.60512], [-24.06742, -19.10439, 14.54204], [-23.32318, -19.33857, 12.81748], [-21.81004, -22.79509, 12.40371], [-22.11630, -23.46685, 13.78006], [-23.41248, -24.27682, 13.53000], [-22.99924, -25.13249, 11.95322], [-24.23266, -25.50067, 11.24561], [-22.02605, -26.14097, 12.36009], [-22.14294, -23.69671, 11.22756], [-20.72907, -22.66776, 12.46206], [-22.09679, -21.75643, 12.23929], [-22.06286, -22.75803, 14.60638], [-21.22855, -24.03898, 14.04962], [-24.29100, -23.72898, 13.18916], [-23.79756, -24.92366, 14.31830], [-22.80876, -23.13707, 10.57060], [-21.37649, -24.24783, 10.68266], [-14.91748, -18.78147, 14.69348], [-15.10403, -20.32592, 14.40437], [-15.90518, -20.51490, 13.07497], [-16.26603, -18.85404, 12.30184], [-17.66138, -18.62280, 11.72504], [-15.14034, -18.42792, 11.50806], [-16.05381, -18.02033, 13.97055], [-13.96085, -18.49735, 14.25505], [-14.86403, -18.50663, 15.74691], [-15.63316, -20.66190, 15.29613], [-14.14006, -20.80885, 14.24431], [-16.87130, -20.91168, 13.38686], [-15.40683, -21.23392, 12.42478], [-16.91411, -18.11618, 14.63296], [-15.88647, -16.96353, 13.76252], [-24.27757, -18.38918, 17.76588], [-24.06540, -19.87537, 17.41374], [-24.82569, -20.72175, 18.27821], [-26.39294, -20.86884, 18.00428], [-27.07436, -19.56231, 18.32465], [-26.76781, -22.12480, 19.04883], [-26.21182, -22.04911, 20.34991], [-25.44923, -23.33099, 20.70321], [-26.47545, -21.47176, 16.55908], [-25.88239, -22.65628, 16.11288], [-26.88426, -23.44962, 15.33141], [-23.71591, -17.54190, 17.37251], [-25.22179, -17.97012, 17.41810], [-24.35591, -18.24970, 18.84408], [-24.17645, -20.25096, 16.39654], [-23.13262, -20.05540, 17.94818], [-25.43550, -21.31145, 20.55309], [-26.97236, -22.01466, 21.12997], [-26.12362, -24.13928, 20.98599], [-24.90943, -23.62719, 19.80378], [-24.78272, -23.29133, 21.56478], [-24.98908, -22.46625, 15.51792], [-25.34376, -23.15885, 16.91624], [-27.73724, -23.74606, 15.94186], [-27.40738, -23.13494, 14.42840], [-26.38668, -24.37803, 15.05111], [-18.42989, -21.44693, 16.10728], [-18.11146, -22.91365, 16.19050], [-17.48552, -23.07034, 14.94344], [-16.37273, -24.11399, 14.59940], [-14.97003, -23.76470, 14.73470], [-16.86039, -24.43849, 13.03336], [-18.20944, -24.82074, 12.83625], [-18.36184, -25.74507, 11.56918], [-16.83230, -25.40684, 15.42289], [-16.41191, -26.74539, 15.13205], [-17.67483, -27.61601, 15.16035], [-18.99827, -21.14975, 16.98859], [-17.47575, -20.93638, 16.23784], [-18.87670, -21.04043, 15.19996], [-17.63857, -23.07634, 17.15901], [-18.99328, -23.51465, 15.96849], [-18.70156, -25.29490, 13.68542], [-18.78931, -23.94461, 12.54598], [-17.87752, -26.71811, 11.65117], [-19.42102, -25.90983, 11.37142], [-17.79197, -25.23983, 10.78939], [-15.86571, -26.68859, 14.19049], [-15.65924, -27.04173, 15.86265], [-18.22520, -27.39649, 14.24548], [-17.39589, -28.66462, 15.26384], [-18.32513, -27.40296, 16.00877]], "forces_ev_per_angstrom": [[-1.073, 0.939, -0.788], [0.864, 0.178, -0.205], [0.628, -0.387, -0.038], [0.776, -0.953, 0.373], [-1.206, 0.247, 0.431], [-0.779, -1.065, 3.450], [3.196, 1.644, 2.092], [-0.676, -0.014, 0.944], [-1.209, -2.490, -5.451], [-0.562, 1.762, -0.768], [-1.364, 0.122, -1.939], [-0.354, 1.524, 1.151], [1.767, -1.870, 1.223], [0.925, -0.773, -2.447], [-1.027, 0.887, 0.885], [-1.491, -0.820, -0.020], [0.192, 2.285, -0.545], [-0.169, -0.414, 0.627], [-0.165, -0.350, -0.354], [-0.001, -0.229, 0.193], [0.325, 0.257, -0.139], [-0.476, -0.291, 0.719], [0.740, 0.558, 0.133], [0.798, -0.281, -0.288], [0.283, -0.644, 0.712], [2.436, 0.099, 0.838], [-0.623, 0.577, -0.638], [0.370, 0.061, -0.535], [-1.677, -0.578, 1.827], [1.720, 0.406, 0.493], [-0.251, 0.528, -1.152], [-1.054, -0.694, 0.082], [0.247, 0.037, -0.324], [-0.865, -0.230, 0.273], [-0.927, 0.446, -0.164], [-0.395, -0.968, -0.342], [0.155, 0.851, 0.273], [0.538, -0.453, -0.221], [-0.051, -0.624, -0.298], [0.481, 0.723, -0.022], [0.525, 0.037, -1.775], [0.003, 1.792, -0.394], [-0.793, -0.068, 0.842], [-2.211, 0.782, 1.116], [3.466, -1.039, 1.742], [-0.065, -0.256, -0.144], [0.015, -0.550, 0.061], [0.033, 0.216, -0.003], [-0.248, -0.289, -0.018], [0.028, -0.828, -0.544], [-0.138, -0.014, 0.613], [-0.229, -0.031, -0.504], [-0.166, 0.416, -0.320], [-0.583, -0.073, -0.598], [0.212, -0.100, -0.028], [-2.026, 1.124, -0.579], [1.493, 1.250, 2.064], [-1.478, -0.944, -0.008], [-0.424, 1.631, 3.467], [0.476, -2.841, -1.381], [0.670, 1.709, -1.866], [1.088, -1.194, 2.248], [-0.470, -0.955, -0.682], [-1.045, 1.324, 0.231], [1.033, -0.329, -0.726], [-0.573, -1.885, 0.372], [1.428, -0.930, -0.229], [-0.708, -0.715, -0.002], [0.323, -0.369, 0.057], [0.447, 0.478, -0.029], [0.873, -0.310, -1.559], [-0.658, 0.830, -0.754], [-0.462, 0.767, -0.467], [-0.229, -0.133, -0.394], [0.319, -0.225, 0.182], [0.172, 0.690, -0.175], [-0.138, 0.829, -0.697], [-0.980, -0.621, 0.516], [0.166, -0.065, 0.486], [0.813, 1.097, -0.105], [-0.024, -0.226, -0.059], [0.133, 1.035, 1.629], [-2.508, 1.452, -1.010], [2.419, -0.776, -0.623], [-1.251, -1.825, -2.008], [0.244, 0.295, -0.232], [1.261, 0.019, 1.915], [-1.106, -0.845, -1.843], [1.091, 0.553, 1.145], [-0.247, 1.135, 0.209], [0.033, 0.151, 0.311], [0.773, 0.207, -0.300], [-0.375, 0.169, -0.200], [0.162, 0.152, -0.075], [-0.191, -0.619, 0.120], [0.631, -0.785, -0.546], [-0.359, -0.178, 1.385], [0.351, 0.116, 0.286], [0.004, 0.343, 0.414], [-0.040, -0.088, 0.428], [0.085, 0.217, -0.227], [-0.533, 0.064, -0.396], [-0.349, -0.572, -0.332], [-0.200, 0.006, 0.279], [-0.165, -0.484, 0.042], [-0.092, -0.063, -0.436], [0.249, 0.334, 0.072]], "mulliken_charge": [-0.157, 0.423, 0.386, 0.128, 0.362, 0.901, -0.180, -0.422, -0.754, -0.450, 0.106, -0.916, -0.712, 0.994, -0.616, -0.816, 0.848, -0.034, 0.046, 0.327, 0.476, 0.471, 0.301, -0.673, -0.046, 0.109, 0.034, -0.926, 1.115, -0.721, -0.604, -0.739, 0.078, -0.122, 0.208, 0.038, 0.129, 0.669, 0.359, 0.358, -0.900, -0.186, -0.279, 1.018, -0.618, -0.642, -0.494, 0.298, 0.435, -0.082, 0.336, -0.049, 0.530, 0.112, 0.527, -1.374, 0.703, -0.288, 0.783, -0.764, -0.331, -0.137, -1.165, -0.146, 0.482, -1.507, 0.360, 0.384, 0.417, -0.292, 0.018, 0.264, 0.324, 0.328, 0.295, 0.335, -0.164, 0.431, 0.382, 0.295, 0.397, -0.965, -0.255, 0.675, 0.283, -0.808, -0.452, 0.549, -1.556, -0.350, -0.302, -0.995, 0.527, 0.210, 0.045, 0.404, 0.166, 0.206, -0.042, 0.395, 0.305, 0.402, 0.320, 0.384, 0.184, 0.393, 0.262], "homo_lumo_gap_ev": 9.89}